1.
{
  "formula": "C22H32CoN6S2",
  "method": "ωB97M-V with the def2-TZVPD basis set",
  "symbols": ["Co", "N", "C", "S", "N", "N", "C", "C", "C", "C", "C", "C", "C", "C", "C", "C", "C", "C", "N", "H", "H", "H", "H", "H", "H", "H", "H", "H", "H", "H", "C", "N", "C", "C", "S", "N", "C", "C", "H", "H", "H", "H", "H", "H", "H", "H", "H", "H", "H", "H", "C", "C", "C", "C", "H", "H", "H", "H", "H", "H", "H", "H", "H"],
  "positions_angstrom": [[-0.30089, -0.62338, -0.32624], [-4.13651, 0.42361, -1.78005], [-2.90829, 0.27765, -1.26606], [-2.25931, -1.31591, -1.13655], [-2.28283, 1.37504, -0.89284], [-1.05240, 1.11155, -0.39719], [-0.31703, 2.09979, 0.00125], [-0.73343, 3.51723, -0.02627], [-1.86111, 3.93932, 0.67224], [-2.22963, 5.27384, 0.64653], [-1.48702, 6.18974, -0.08703], [-0.36856, 5.77151, -0.79249], [0.01224, 4.43843, -0.75684], [1.00155, 1.68795, 0.49344], [1.93725, 2.55209, 1.04742], [3.14944, 2.03923, 1.47365], [3.39534, 0.67884, 1.34807], [2.40341, -0.12189, 0.81623], [1.23879, 0.36986, 0.39611], [-4.65893, -0.37329, -2.09314], [-4.52392, 1.34729, -1.87133], [-2.44709, 3.22028, 1.22896], [-3.10244, 5.60036, 1.19589], [-1.78193, 7.23035, -0.10994], [0.20750, 6.48084, -1.37137], [0.88339, 4.11140, -1.31236], [1.70518, 3.60261, 1.14204], [3.89441, 2.69419, 1.90481], [4.33006, 0.24065, 1.66607], [2.52992, -1.19362, 0.72678], [1.16384, -5.13798, 1.08074], [0.13572, -4.10361, 1.15291], [-0.73277, -4.01339, -0.00644], [0.13738, -3.15299, 2.10621], [-0.45625, -1.57651, 1.86183], [0.65271, -3.48680, 3.30887], [0.40385, -4.80529, 3.89355], [0.99749, -2.46713, 4.29161], [1.55618, -5.15896, 0.06309], [0.76858, -6.12732, 1.31515], [1.97595, -4.90553, 1.76406], [-0.96052, -5.02352, -0.34469], [-0.25177, -3.47627, -0.83318], [-1.65913, -3.51310, 0.25972], [-0.18573, -5.41758, 3.21955], [-0.16314, -4.67343, 4.81641], [1.33716, -5.31855, 4.12762], [1.44297, -1.60639, 3.80216], [1.71742, -2.90135, 4.98406], [0.11889, -2.13742, 4.85072], [-0.78353, -0.20334, -4.35572], [-0.15703, 0.63009, -3.23787], [0.82246, 1.66644, -3.79401], [0.53410, -0.24532, -2.21591], [-1.32941, 0.43658, -5.05041], [-1.47832, -0.94015, -3.95248], [-0.01224, -0.73012, -4.92265], [-0.95671, 1.18163, -2.75154], [1.64370, 1.18243, -4.32758], [1.25112, 2.27294, -2.99271], [0.31794, 2.33723, -4.49041], [1.48798, 0.09615, -1.83524], [0.42393, -1.32700, -2.32722]],
  "forces_ev_per_angstrom": [[0.039, 0.621, -0.067], [-0.002, 0.038, -0.025], [-0.050, 0.067, 0.022], [0.050, -0.191, 0.036], [-0.009, -0.021, 0.012], [-0.143, 0.167, 0.180], [-0.022, 0.018, 0.007], [-0.034, -0.010, 0.003], [0.005, 0.007, 0.011], [-0.004, -0.003, 0.000], [0.008, 0.005, -0.005], [-0.005, -0.005, 0.005], [0.004, 0.007, -0.003], [-0.010, 0.066, 0.018], [0.005, -0.005, -0.008], [0.001, -0.023, 0.002], [0.000, 0.026, -0.003], [-0.017, -0.002, -0.001], [0.161, -0.187, 0.155], [0.003, 0.002, -0.003], [-0.011, -0.005, 0.013], [0.000, 0.000, -0.002], [0.000, 0.000, 0.000], [-0.002, 0.000, 0.002], [-0.002, 0.001, -0.001], [0.004, -0.003, -0.003], [-0.004, 0.002, -0.005], [0.003, -0.003, -0.001], [0.003, 0.004, 0.000], [-0.001, -0.001, -0.002], [-0.012, 0.020, 0.003], [-0.052, -0.051, 0.016], [0.013, -0.005, 0.040], [0.162, 0.056, -0.058], [-0.136, -0.224, 0.024], [-0.087, 0.010, 0.026], [0.039, -0.008, -0.008], [0.009, -0.015, 0.010], [0.011, 0.002, 0.004], [0.002, -0.003, -0.007], [0.000, -0.012, 0.003], [0.008, 0.001, -0.017], [-0.013, -0.009, 0.006], [0.011, 0.007, -0.018], [-0.009, 0.008, 0.008], [0.013, 0.001, 0.010], [-0.002, -0.007, -0.006], [-0.001, 0.000, 0.000], [-0.006, -0.002, 0.007], [0.000, 0.006, -0.004], [0.048, 0.019, -0.032], [0.339, -0.223, -0.178], [0.008, -0.034, -0.034], [-0.684, -0.085, 0.654], [0.005, -0.004, 0.002], [-0.004, -0.007, -0.003], [-0.005, -0.001, 0.001], [-0.113, 0.068, 0.004], [0.000, 0.006, 0.007], [0.008, 0.003, 0.003], [0.005, 0.001, 0.005], [0.178, -0.062, -0.442], [0.298, -0.031, -0.363]],
  "lowdin_charge": [0.0617, 0.1121, -0.7843, 0.7567, 0.0374, -0.0527, -0.1429, -0.1846, -0.0247, -0.0624, -0.0691, -0.0646, -0.0403, -0.1735, 0.0289, -0.0210, -0.0278, -0.1105, -0.0335, 0.0963, 0.1147, 0.1177, 0.1095, 0.1093, 0.1096, 0.1116, 0.1243, 0.1212, 0.1156, 0.1208, -0.0372, -0.2018, -0.0952, -0.6934, 0.8230, -0.2096, -0.0348, -0.0835, 0.0987, 0.0965, 0.0936, 0.1042, 0.0723, 0.0339, 0.0873, 0.1010, 0.0994, 0.0610, 0.0958, 0.0959, -0.0736, -0.4721, -0.0643, -0.0408, 0.0846, 0.0505, 0.0860, 0.0983, 0.0866, 0.0617, 0.0854, 0.0667, 0.0684],
  "total_charge": 1,
  "lumo_energy_ev": [-3.191, -3.716],
  "max_force_ev_per_a": 0.950,
  "total_energy_ev": -91565.7314,
  "orbital_gap_ha": [0.2661, 0.2549],
  "e_above_lowest_kcal_mol": 16.09
}

---

2.
{
  "formula": "C22H32MgN5O3P2S2SeTe",
  "method": "ωB97M-V with the def2-TZVPD basis set",
  "symbols": ["Mg", "C", "N", "C", "C", "N", "C", "S", "C", "C", "C", "C", "C", "N", "H", "H", "H", "H", "H", "H", "H", "H", "H", "Se", "N", "C", "C", "C", "C", "C", "C", "N", "H", "H", "H", "H", "C", "C", "O", "P", "O", "Te", "O", "C", "C", "H", "H", "H", "H", "H", "H", "H", "H", "H", "H", "C", "P", "C", "C", "H", "H", "H", "H", "H", "H", "H", "H", "H", "S"],
  "positions_angstrom": [[0.94889, -0.58927, -0.44523], [4.32047, 3.41864, -0.66920], [2.95529, 3.72459, -0.31331], [2.22906, 4.83717, -0.67080], [0.98016, 4.68110, -0.20826], [0.91551, 3.44699, 0.43664], [2.17032, 2.85126, 0.38162], [2.74699, 1.47266, 1.07272], [-0.24484, 2.95564, 1.05314], [-1.16774, 3.87749, 1.55364], [-2.29075, 3.40658, 2.20380], [-2.46407, 2.04005, 2.33887], [-1.51014, 1.20455, 1.78308], [-0.42010, 1.63969, 1.15279], [4.63564, 4.08029, -1.47366], [4.36962, 2.37777, -0.99469], [4.97945, 3.54109, 0.19307], [2.66166, 5.64830, -1.22848], [0.12010, 5.31230, -0.32702], [-0.99191, 4.93787, 1.44599], [-3.01491, 4.10069, 2.61059], [-3.32193, 1.62616, 2.85009], [-1.62587, 0.13356, 1.83583], [1.91976, -1.33358, 2.55067], [1.76763, -1.92194, 0.90387], [1.95008, -3.23633, 0.89423], [1.89110, -4.05842, -0.25198], [2.09736, -5.39722, -0.09329], [2.36937, -5.96315, 1.17880], [2.44558, -5.19637, 2.30542], [2.23984, -3.80059, 2.19013], [2.27093, -2.94009, 3.20614], [1.68697, -3.61841, -1.21995], [2.04488, -6.04687, -0.95647], [2.51358, -7.03352, 1.25720], [2.64708, -5.62375, 3.27836], [-5.29675, -1.90027, -0.46591], [-3.94914, -1.30869, -0.84107], [-3.04776, -1.41645, 0.26168], [-1.63387, -2.22460, -0.02255], [-0.78470, -1.26287, -0.81726], [-2.03244, -4.39614, -0.75891], [-1.15147, -2.17143, 1.53375], [-1.92424, -2.98807, 2.43804], [-1.46029, -2.79301, 3.86707], [-5.94795, -1.94216, -1.34008], [-5.77198, -1.30191, 0.31298], [-5.14424, -2.91150, -0.08822], [-4.04665, -0.25227, -1.10934], [-3.54785, -1.83807, -1.71120], [-1.83463, -4.03500, 2.13773], [-2.97754, -2.70648, 2.34512], [-0.41455, -3.06553, 3.96624], [-2.05479, -3.42478, 4.52724], [-1.57537, -1.74783, 4.16269], [-0.49479, 3.39740, -3.18200], [0.66005, 2.01732, -2.61681], [2.11852, 2.62272, -3.57652], [0.02755, 0.74849, -3.79569], [-0.47718, 3.52784, -4.26834], [-0.19244, 4.33643, -2.71154], [-1.51669, 3.16858, -2.86911], [1.83963, 2.82768, -4.61412], [2.87831, 1.84601, -3.52481], [2.50299, 3.53805, -3.11644], [-0.14939, 1.17467, -4.78815], [-0.89925, 0.32734, -3.39840], [0.77193, -0.04420, -3.84780], [2.70193, -0.35621, -1.91260]],
  "forces_ev_per_angstrom": [[1.390, 1.037, -1.299], [0.228, -0.129, 0.011], [-0.364, -0.187, -0.043], [-0.031, 0.134, 0.065], [-0.068, 0.119, -0.045], [0.378, -0.034, -0.173], [-0.140, 0.123, 0.241], [-0.007, -0.277, 0.394], [-0.158, -0.206, 0.233], [0.030, 0.033, -0.032], [0.044, 0.026, -0.037], [-0.035, -0.056, -0.025], [-0.036, 0.077, 0.068], [0.207, 0.135, -0.281], [-0.055, 0.019, -0.010], [-0.042, -0.007, -0.072], [-0.018, 0.025, -0.004], [-0.012, -0.030, -0.055], [0.012, -0.033, -0.051], [0.001, -0.014, 0.088], [0.006, 0.019, -0.004], [-0.002, -0.032, -0.031], [-0.006, -0.152, 0.000], [0.390, -0.253, 0.637], [-0.350, -0.182, 0.146], [0.120, 0.379, 0.436], [-0.032, -0.594, -0.446], [-0.088, 0.518, -0.342], [0.075, 0.061, 0.669], [0.069, -0.620, -0.199], [-0.104, 0.589, 0.169], [-0.088, -0.155, -0.121], [0.051, 0.087, 0.026], [-0.008, 0.003, -0.013], [0.007, -0.007, -0.012], [0.020, 0.004, -0.005], [0.249, 0.050, 0.094], [-0.293, -0.009, -0.208], [0.374, -0.455, -0.388], [-1.146, 0.998, 0.719], [-0.296, -0.570, 0.448], [0.057, -0.167, -0.280], [-0.042, -0.337, -0.250], [-0.211, -0.107, 0.316], [0.100, 0.274, -0.384], [-0.043, 0.035, 0.021], [-0.052, -0.016, 0.001], [-0.047, -0.034, -0.054], [0.098, -0.031, 0.062], [0.003, 0.034, 0.043], [0.067, 0.086, -0.014], [0.062, -0.020, -0.049], [0.173, -0.060, 0.087], [-0.024, 0.024, 0.013], [-0.004, -0.041, 0.092], [0.078, -0.125, 0.121], [-0.301, 0.266, -0.485], [-0.046, -0.059, 0.190], [0.038, 0.038, 0.096], [-0.034, 0.007, -0.003], [-0.046, 0.004, -0.035], [-0.020, 0.030, -0.007], [0.005, 0.021, 0.007], [0.059, -0.050, 0.001], [-0.024, 0.002, -0.081], [-0.036, 0.038, 0.028], [-0.009, -0.012, -0.065], [0.012, -0.050, 0.053], [-0.086, -0.184, 0.027]],
  "lowdin_charge": [0.0275, -0.0586, -0.1294, -0.0714, -0.0815, -0.0052, -0.7484, 0.6064, -0.2630, -0.0081, -0.0721, -0.0591, -0.1069, 0.1436, 0.0877, 0.0631, 0.0846, 0.1218, 0.1106, 0.1001, 0.1044, 0.1027, 0.0860, 1.1113, -0.3020, -0.3438, -0.0205, -0.0766, -0.0818, -0.0347, -0.3823, -0.2272, 0.1088, 0.1054, 0.0982, 0.1059, -0.0877, -0.3367, -0.3202, 0.1008, -0.4121, 0.4096, -0.3475, -0.3275, -0.0725, 0.0724, 0.0694, 0.0565, 0.1166, 0.0735, 0.0477, 0.1075, 0.0485, 0.0766, 0.0739, -0.3299, 0.7510, -0.3256, -0.3359, 0.0173, -0.0046, 0.0182, 0.0302, -0.0307, 0.0058, 0.0276, 0.0240, -0.0231, -0.2684],
  "total_charge": -1,
  "lumo_energy_ev": 1.568,
  "max_force_ev_per_a": 2.167,
  "total_energy_ev": -155264.5855,
  "orbital_gap_ha": 0.1466,
  "e_above_lowest_kcal_mol": 18.42
}